No. 1
Density functional theory data (the ωB97M-V functional and the def2-TZVPD basis) for C4H3NOS in the gas phase at a distorted geometry.

```
10
Properties=species:S:1:pos:R:3
C -0.2041 2.0744 -0.0098
C -0.1724 0.8885 -0.0419
C -0.0659 -0.5179 -0.0149
C -1.3508 -1.3160 -0.0235
O -2.4479 -0.7982 -0.0089
N 1.0045 -1.2168 -0.0076
S 2.5458 -0.5703 -0.0143
H -0.2167 3.1455 0.0549
H -1.2228 -2.4128 0.0474
H 2.1303 0.7236 0.0186
```

The value obtained for the energy relative to the best compared isomer or geometry (same formula, charge and spin) is 200.1 kJ/mol. As for the SMILES: C#C/C(C=O)=N\S. For the molar mass, the calculation gives 113.14 g mol⁻¹. The HOMO-LUMO gap is 8.880 eV. The LUMO energy is -0.59 eV. The net charge is 0.



No. 2
Density functional theory data (the ωB97M-V functional and the def2-TZVPD basis) for a molecular structure, C25H21F6MnN3O9P2 at a distorted geometry.

```
67
Properties=species:S:1:pos:R:3
Mn -0.3601 -0.8621 -0.1225
O 3.0117 -3.0702 -1.3233
C 2.1373 -2.2269 -1.1255
O 1.0113 -2.4396 -0.5616
C 2.3476 -0.8013 -1.5911
C 3.4169 -0.4299 -2.3970
C 3.4877 0.8626 -2.8795
C 2.4815 1.7919 -2.5223
C 2.4337 3.1137 -2.9864
C 1.4169 3.9697 -2.5974
C 0.4327 3.5375 -1.7166
C 0.4521 2.2442 -1.2343
C 1.4497 1.3480 -1.6474
N 1.3959 0.0726 -1.2202
H 4.1554 -1.1824 -2.6359
H 4.2862 1.1744 -3.5383
H 3.2016 3.4562 -3.6692
H 1.3847 4.9822 -2.9818
H -0.3574 4.2131 -1.4171
H -0.2977 1.8646 -0.5404
N -3.4949 -2.8682 2.6887
C -3.8178 -1.5027 2.2263
C -5.0428 -0.9192 2.8711
P -2.1997 -0.6239 2.3727
O -2.3661 0.2423 3.7564
O -1.9104 0.3249 1.2570
O -1.2829 -1.7875 2.7042
P -3.8423 -1.8600 0.3726
O -4.2146 -0.4392 -0.2846
O -4.9187 -2.8586 0.1545
O -2.4166 -2.2451 0.1350
H -3.8912 -3.1063 3.5945
H -2.3158 -2.7099 2.7184
H -3.8002 -3.5139 1.9449
H -4.9585 -0.9349 3.9605
H -5.9227 -1.4791 2.5491
H -5.1583 0.1150 2.5551
H -1.4855 0.5762 3.9401
H -3.4157 0.1042 -0.2351
C -2.7248 -1.9533 -3.0557
C -1.5999 -0.8990 -3.0129
O -1.2441 -0.5440 -1.7852
C -2.0767 0.3722 -3.7740
F -3.0543 0.9943 -3.1024
F -2.5979 0.1305 -5.0045
F -1.1202 1.2838 -3.9771
C -0.4188 -1.4855 -3.8472
F 0.0528 -2.6171 -3.3317
F -0.8165 -1.8105 -5.1114
F 0.6185 -0.6634 -4.0250
H -3.5998 -1.5493 -2.5531
H -2.3846 -2.8143 -2.4853
H -2.9705 -2.2401 -4.0756
N 6.8357 2.6365 5.5811
C 5.9414 2.2599 4.9455
C 4.8636 1.7921 4.2022
C 3.5404 2.1100 4.5759
C 2.4799 1.6048 3.8685
C 2.6792 0.7544 2.7653
C 4.0048 0.4800 2.3669
C 5.0703 0.9791 3.0652
C 1.6202 0.1800 2.0391
C 0.7890 -0.3622 1.3197
H 3.3773 2.7492 5.4363
H 1.4666 1.8610 4.1480
H 4.1504 -0.1327 1.4896
H 6.0849 0.7509 2.7640
```

The value obtained for the energy relative to the best compared isomer or geometry (same formula, charge and spin) is 434.5 kJ/mol. For the molar mass, the calculation gives 738.33 g mol⁻¹. The HOMO-LUMO gap (spin up / spin down) is 3.297 / 6.490 eV. The LUMO energy (spin up / spin down) is 3.99 / 3.97 eV. Its expectation value of S² is 8.86. As for the spin multiplicity: 6. The net charge is -2.



No. 3
Density functional theory data (the ωB97M-V functional and the def2-TZVPD basis) for C3H4N2O in the gas phase at a distorted geometry.

```
10
Properties=species:S:1:pos:R:3
O -2.1300 0.1810 0.2623
C -0.7695 0.2526 0.1620
C 0.3682 0.9530 0.4438
C 1.5931 -0.0597 -0.1548
N 1.0517 -1.0788 -0.7066
N -0.2878 -1.0204 -0.7003
H -2.6482 0.8753 0.6989
H 0.7038 1.8993 0.9044
H 2.7059 0.0033 -0.3462
H -0.5872 -2.0055 -0.5634
```

The value obtained for the energy relative to the best compared isomer or geometry (same formula, charge and spin) is 328.5 kJ/mol. As for the SMILES: Oc1ccn[nH]1. For the molar mass, the calculation gives 84.08 g mol⁻¹. The HOMO-LUMO gap is 9.568 eV. The LUMO energy is 0.53 eV. The net charge is 0.



No. 4
Density functional theory data (the ωB97M-V functional and the def2-TZVPD basis) for a gas-phase ion, C29H40F8N5S (charge +1) at a distorted geometry.

```
83
Properties=species:S:1:pos:R:3
C 8.3559 1.5413 0.5505
C 7.4361 0.5126 -0.1436
C 6.0640 0.4033 0.5495
C 5.8277 -0.9544 1.2126
C 4.4687 -0.9670 1.9376
C 3.7354 -2.3107 1.7995
C 3.2484 -2.4895 0.3314
C 1.8512 -1.9519 0.1895
N 0.9296 -2.5467 0.9909
C -0.3368 -2.1937 0.9717
C -0.8027 -1.1502 0.1674
C -2.2031 -0.8283 0.2517
C -3.0295 -1.6828 1.1906
C -2.7651 -1.4995 2.7439
N -2.5336 -2.8153 3.3607
N -1.6229 -0.6230 3.0104
N -3.9362 -0.9484 3.4492
C -2.6690 0.1776 -0.5567
C -4.1561 0.5046 -0.5045
C -5.0317 -0.6493 -1.0703
C -4.6230 0.9767 0.9076
C -5.0744 2.4431 0.8712
C -5.6552 2.9084 2.2030
C -1.7708 0.9059 -1.4145
C -2.4489 1.9460 -2.2962
C -3.4657 1.3103 -3.2801
F -3.0360 2.9414 -1.5261
C -0.3891 0.6703 -1.4416
C 0.5789 1.5551 -2.2385
F 0.0980 2.8006 -2.5140
F 1.6018 1.8737 -1.4032
C 1.1108 1.0157 -3.6146
F 2.4332 1.1663 -3.6721
F 0.7182 -0.2610 -3.7687
C 0.5650 1.7762 -4.8663
F -0.7592 1.8494 -4.8734
F 1.1323 2.9510 -5.0241
F 0.9151 1.0237 -5.9218
C 0.0951 -0.4407 -0.6681
C 1.4632 -0.9338 -0.6579
N 2.4751 -0.4275 -1.5101
C 2.9131 -1.1593 -2.3801
S 3.4163 -2.1257 -3.4702
H 8.8402 1.0567 1.3970
H 7.7669 2.3855 0.8999
H 9.1128 1.9144 -0.1332
H 7.3158 0.8736 -1.1650
H 7.9594 -0.4408 -0.2102
H 5.2901 0.6101 -0.1905
H 6.0140 1.1750 1.3179
H 6.6530 -1.1829 1.8837
H 5.8385 -1.6875 0.4014
H 3.8494 -0.2074 1.4542
H 4.6396 -0.7142 2.9810
H 4.4545 -3.0920 2.0345
H 2.9054 -2.3091 2.5059
H 3.9443 -1.9400 -0.2804
H 3.2473 -3.5573 0.1146
H 1.2200 -3.3021 1.5965
H -0.9793 -2.7545 1.6236
H -4.0965 -1.5987 1.0467
H -2.7730 -2.7154 0.9729
H -1.5627 -2.8343 3.6639
H -3.0622 -2.8169 4.2256
H -1.5586 -0.5363 4.0218
H -1.8537 0.3151 2.6901
H -4.8101 -1.2443 3.0382
H -3.8890 0.0540 3.5232
H -4.4137 1.3491 -1.1195
H -5.9331 -0.7942 -0.4788
H -5.3463 -0.4472 -2.0902
H -4.4794 -1.5872 -1.0935
H -3.7327 0.9646 1.5327
H -5.4129 0.3326 1.2837
H -5.8024 2.5326 0.0611
H -4.2059 3.0231 0.5658
H -4.9107 2.7647 2.9857
H -6.5235 2.2945 2.4339
H -5.9350 3.9531 2.1202
H -1.7926 2.4689 -2.9573
H -4.4437 1.7637 -3.1569
H -3.5431 0.2462 -3.0706
H -3.1151 1.3900 -4.3016
```

The value obtained for the energy relative to the best compared isomer or geometry (same formula, charge and spin) is 0.0 kJ/mol. As for the SMILES: CCCCCCCc1[nH+]cc2c(CC(N)(N)N)c([C@@H](C)CCC)c([C@@H](C)F)c(C(F)(F)C(F)(F)C(F)(F)F)c2c1N=C=S. For the molar mass, the calculation gives 642.72 g mol⁻¹. The HOMO-LUMO gap is 7.822 eV. The LUMO energy is -4.12 eV. The net charge is +1.



No. 5
Density functional theory data (the ωB97M-V functional and the def2-TZVPD basis) for a molecular structure, C31H35N3O2P3Sn at a distorted geometry.

```
75
Properties=species:S:1:pos:R:3
Sn 13.4887 11.1493 5.7819
O 15.5506 10.4681 5.7580
P 16.6579 10.2168 6.7870
C 16.0239 9.9053 8.5164
P 14.3640 10.5483 8.8993
O 13.2825 10.3778 7.7728
C 14.6769 12.2327 9.3170
C 14.0661 13.3208 8.7065
C 14.3042 14.5957 9.2284
C 15.1597 14.8406 10.2991
C 15.8153 13.7542 10.8579
C 15.5876 12.4500 10.3866
C 13.8360 9.6830 10.3333
C 13.9473 8.3072 10.3617
C 13.5192 7.5921 11.4871
C 12.8863 8.2643 12.5420
C 12.8495 9.6649 12.5257
C 13.4688 10.3695 11.5096
C 17.6176 8.7801 6.3653
C 17.0586 7.5191 6.3627
C 17.7911 6.3391 6.1054
C 19.1270 6.4623 5.8451
C 19.7275 7.7112 5.9483
C 19.0227 8.8566 6.1914
C 17.8094 11.5689 7.0901
C 17.8498 12.6962 6.2638
C 18.9246 13.5787 6.3306
C 19.9080 13.4047 7.2790
C 19.8367 12.3333 8.1738
C 18.7692 11.4733 8.1127
H 16.7731 10.3367 9.2357
H 16.0455 8.8598 8.7124
H 13.4054 13.2430 7.8510
H 13.8272 15.4522 8.7558
H 15.2103 15.8404 10.7557
H 16.5895 13.8887 11.6076
H 16.0651 11.6236 10.8742
H 14.3937 7.7355 9.5097
H 13.6019 6.5027 11.5615
H 12.4858 7.7140 13.3536
H 12.3384 10.2346 13.3146
H 13.5263 11.4466 11.6021
H 15.9835 7.4584 6.5296
H 17.2557 5.4058 6.1355
H 19.7486 5.5941 5.5473
H 20.8104 7.7759 5.7257
H 19.5011 9.8373 6.1729
H 16.9899 12.9116 5.5865
H 19.0482 14.3891 5.6281
H 20.7892 14.0909 7.3565
H 20.6182 12.1171 8.9356
H 18.7046 10.6018 8.7806
C 8.0140 8.1552 5.4304
N 9.1425 7.5521 6.2076
C 9.0644 7.8889 7.6824
N 8.7735 9.2672 7.9192
C 7.6147 9.7586 7.1789
N 7.7433 9.5305 5.7261
C 8.6989 10.4857 5.0874
P 10.3630 10.1029 5.9550
C 10.3900 8.2709 5.6875
C 9.9581 10.1353 7.7738
H 7.0942 7.6184 5.6780
H 8.2694 8.0939 4.3711
H 9.2095 6.5508 5.9704
H 9.9892 7.6390 8.2367
H 8.2600 7.2407 8.1068
H 7.5047 10.8280 7.4009
H 6.7254 9.2392 7.5142
H 8.3273 11.5015 5.2451
H 8.7136 10.3832 3.9844
H 11.2568 7.8468 6.2119
H 10.4399 8.0505 4.6130
H 9.7921 11.1800 8.1273
H 10.7698 9.6874 8.3594
```

The value obtained for the energy relative to the best compared isomer or geometry (same formula, charge and spin) is 0.0 kJ/mol. For the molar mass, the calculation gives 693.27 g mol⁻¹. The HOMO-LUMO gap is 6.759 eV. The LUMO energy is -9.45 eV. The net charge is +3.



No. 6
Density functional theory data (the ωB97M-V functional and the def2-TZVPD basis) for 2 unconnected molecules or ions with the total composition C4H3O3 at a distorted geometry.

```
10
Properties=species:S:1:pos:R:3
C -0.8776 1.1408 0.2716
C 2.1627 -1.8389 0.4040
C -1.0891 2.3692 0.5174
C -0.7831 -0.0152 -0.5720
O -1.5399 3.3095 1.0162
O 2.5296 -1.9438 -0.7038
O 1.9235 -1.7282 1.4948
H -1.1945 -0.0257 -1.6584
H -1.4291 -0.8713 -0.1423
H 0.2975 -0.3964 -0.6276
```

The value obtained for the energy relative to the best compared isomer or geometry (same formula, charge and spin) is 99.0 kJ/mol. For the molar mass, the calculation gives 99.06 g mol⁻¹. The HOMO-LUMO gap is 4.838 eV. The LUMO energy is 3.02 eV. The net charge is -1.